[1]
Molecular formula: C43H63N3O28PS
Method: DFT, ωB97M-V with the def2-TZVPD basis set

CARTESIAN COORDINATES (ANGSTROEM)
C 5.4097 1.1553 0.3240
C 4.1353 1.3560 0.5755
C 2.5379 1.6440 0.7134
C 1.7105 1.0961 -0.5609
C 0.7199 -0.1479 -0.2519
C 1.2527 -1.1607 0.8846
C 2.6670 -1.9264 0.7689
C 3.6385 -1.7703 -0.4927
C 3.7974 -3.1803 -1.2912
C 2.4021 -3.9344 -1.5896
C 2.3637 -5.4640 -1.0049
O 2.2143 -5.5120 0.4418
C 0.9566 -6.1109 0.8455
C 2.9088 -2.8101 2.0498
C 4.3441 -3.5948 2.0535
N 2.1184 -3.0572 3.1985
N 0.9272 -2.4505 3.2608
C 0.0765 -2.7705 4.4819
N -1.0876 -3.6199 4.0216
C 0.5185 -1.5570 2.2117
P -1.2221 -0.7532 2.4380
S -2.4152 -1.4801 1.0861
H 6.3839 0.6334 -0.0225
H 2.1239 1.3260 1.7357
H 2.4548 2.8061 0.6797
H 2.4627 0.9189 -1.4087
H 1.0296 1.9729 -0.9154
H 0.6218 -0.7517 -1.2257
H -0.3230 0.2934 -0.0215
H 4.7124 -1.4347 -0.2141
H 3.2491 -1.0068 -1.2576
H 4.5645 -3.8750 -0.7728
H 4.2696 -2.9180 -2.3326
H 2.3083 -4.0638 -2.7453
H 1.4588 -3.3703 -1.2557
H 3.3600 -5.9846 -1.3192
H 1.5324 -6.0727 -1.5514
H 0.7921 -5.7988 1.9583
H 0.9716 -7.2725 0.8596
H 0.0344 -5.7154 0.2676
H 4.5567 -4.0841 3.0741
H 5.1791 -2.8307 1.7999
H 4.3949 -4.4203 1.2587
H 0.7052 -3.4456 5.1939
H -0.2919 -1.8306 5.0257
H -0.9398 -3.9484 3.0461
H -1.1166 -4.4958 4.5809
H -1.6995 -0.8225 3.7845
H -1.0073 0.6602 2.1631
C 6.4191 -1.4050 -4.2884
C 6.2541 -0.1208 -5.0401
O 4.8444 0.0498 -5.0798
C 4.3275 -0.6503 -4.0353
O 3.1808 -0.5861 -3.6748
O 5.2743 -1.4339 -3.4467
H 7.3366 -1.4276 -3.6976
H 6.3974 -2.2803 -4.9443
H 6.6985 0.7310 -4.5166
H 6.6681 -0.1722 -6.0485
C -0.3246 5.1712 -2.2391
C 0.5902 6.2527 -2.7199
O 1.7849 6.0105 -1.9892
C 1.7772 4.6976 -1.6313
O 2.7172 4.1196 -1.1463
O 0.5711 4.1219 -1.8921
H -1.0252 4.8454 -3.0101
H -0.8875 5.4637 -1.3479
H 0.8073 6.1734 -3.7893
H 0.2014 7.2508 -2.5104
C -5.5989 -3.3647 1.2114
C -5.6813 -4.1397 2.4901
O -7.0392 -3.9866 2.8722
C -7.7446 -3.7119 1.7396
O -8.9433 -3.6888 1.6762
O -6.9135 -3.4670 0.6868
H -4.8700 -3.7847 0.5156
H -5.3655 -2.3086 1.3761
H -5.4714 -5.2045 2.3486
H -5.0142 -3.7462 3.2596
C 6.3898 5.0816 2.3928
C 7.0334 3.7901 1.9944
O 8.3946 3.9878 2.3423
C 8.4238 4.9454 3.3134
O 9.3995 5.2341 3.9504
O 7.2029 5.5297 3.4670
H 5.3557 4.9488 2.7182
H 6.4176 5.8270 1.5939
H 6.6441 2.9369 2.5587
H 6.9310 3.5855 0.9269
C 5.2573 7.9083 -2.0833
C 4.8925 6.7040 -1.2712
O 5.8347 6.7347 -0.2089
C 6.2517 8.0271 -0.0829
O 6.9211 8.4360 0.8253
O 5.8094 8.7918 -1.1192
H 4.3916 8.3592 -2.5722
H 6.0181 7.6894 -2.8387
H 3.8846 6.7713 -0.8520
H 4.9782 5.7761 -1.8399
C 0.2542 5.0823 1.7516
C -0.5326 4.8088 2.9952
O -1.1977 6.0376 3.2321
C -1.2764 6.6882 2.0364
O -1.9240 7.6785 1.8468
O -0.5239 6.0640 1.0853
H 0.3720 4.1922 1.1290
H 1.2429 5.5003 1.9653
H -1.2813 4.0234 2.8520
H 0.1041 4.5420 3.8412
C -9.0442 -2.4842 -1.5441
C -9.9989 -3.1721 -2.4677
O -9.3857 -3.0171 -3.7405
C -8.0546 -2.8314 -3.5215
O -7.2175 -2.8337 -4.3851
O -7.7925 -2.6442 -2.1969
H -9.0256 -2.9375 -0.5520
H -9.2560 -1.4152 -1.4430
H -10.0959 -4.2392 -2.2498
H -10.9907 -2.7163 -2.4561
C -7.6566 -7.6606 -0.7999
C -7.8048 -6.3782 -1.5595
O -9.2118 -6.1995 -1.6186
C -9.7466 -6.8949 -0.5745
O -10.8935 -6.8233 -0.2307
O -8.8095 -7.6800 0.0273
H -6.7463 -7.6856 -0.1976
H -7.6750 -8.5385 -1.4527
H -7.3618 -5.5262 -1.0340
H -7.3783 -6.4365 -2.5629
C -4.4997 1.8613 -0.3136
C -3.7258 1.8229 0.9681
O -3.0830 3.0875 0.9947
C -3.8203 3.9273 0.2124
O -3.6508 5.1132 0.1479
O -4.7704 3.2448 -0.4846
H -5.4268 1.2879 -0.2587
H -3.9132 1.5079 -1.1673
H -4.3735 1.7373 1.8463
H -2.9926 1.0134 0.9865

Forces on atoms 1 to 6 (eV/Å):
-6.42 -0.22 0.72
4.86 -1.06 -1.30
1.56 1.29 -0.32
0.00 0.80 0.26
0.27 -0.15 0.09
2.55 -2.99 2.25

strongest force on any atom: 0.12570 Eh/bohr
total charge: +1
total energy: -127521.1049 eV
2S+1: 1
LUMO energy: -4.98 eV

These are the Löwdin partial charges, in e, on atoms 1 to 6:
1 C 0.045
2 C -0.075
3 C -0.175
4 C -0.169
5 C -0.143
6 C -0.041

---

[2]
Molecular formula: C43H64IN2ORuSSb3
Method: DFT, ωB97M-V with the def2-TZVPD basis set

CARTESIAN COORDINATES (ANGSTROEM)
Ru 0.0297 1.3645 -0.4043
C -1.4213 0.8186 3.3579
Sb 0.4329 1.0040 2.2619
C 1.0956 -0.9545 2.8517
C 1.2845 2.0790 3.9891
C 2.7164 1.8562 4.2659
C 3.0904 0.6971 4.9410
C 4.4096 0.4189 5.2380
C 5.3982 1.3240 4.8787
C 5.0474 2.4892 4.2299
C 3.7180 2.7838 3.9191
C 3.4220 4.0329 3.2102
Sb 3.1092 3.5309 1.0645
C 3.3784 5.5627 0.3395
C 5.1622 2.8977 0.7681
H -1.2104 0.3158 4.3017
H -2.1348 0.2272 2.7912
H -1.8360 1.8034 3.5633
H 0.9183 -1.0636 3.9179
H 2.1528 -1.0896 2.6377
H 0.5185 -1.6988 2.3102
H 0.6918 1.6826 4.8079
H 1.0415 3.1296 3.8606
H 2.3212 0.0072 5.2553
H 4.6678 -0.4960 5.7491
H 6.4328 1.1239 5.1128
H 5.8114 3.2062 3.9671
H 4.2585 4.7225 3.2275
H 2.5208 4.5340 3.5484
H 4.3119 5.9597 0.7257
H 2.5496 6.1828 0.6701
H 3.4083 5.5599 -0.7459
H 5.8346 3.6665 1.1333
H 5.3437 2.7306 -0.2884
H 5.3403 1.9765 1.3136
I -0.2537 4.1839 -0.4930
C 0.3498 3.9950 -2.5472
C 0.6672 5.1626 -3.2375
C 0.9340 5.0751 -4.5868
C 0.8764 3.8472 -5.2402
C 0.5348 2.6689 -4.5516
C 0.4058 1.4299 -5.2079
C -0.0143 0.2944 -4.5224
C -0.2906 0.3629 -3.1753
C -0.0765 1.5471 -2.4422
C 0.2794 2.7247 -3.1420
H 0.6866 6.1093 -2.7238
H 1.1646 5.9697 -5.1411
H 1.0839 3.7913 -6.2969
H 0.6018 1.3815 -6.2685
H -0.1390 -0.6418 -5.0497
H -0.6507 -0.5203 -2.6529
C 2.0636 0.8204 -0.9127
H 2.5950 0.5073 -0.0060
H 2.5890 1.6712 -1.3657
H 2.0757 -0.0097 -1.6189
C -2.0157 -4.5251 -3.7425
C -2.4774 -5.1570 -2.4338
C -1.3919 -5.1652 -1.3619
N -1.1482 -3.8055 -0.9300
C -0.0553 -3.2643 -0.3940
S 0.0591 -1.5526 -0.3203
N 0.9629 -4.0278 0.0693
C 0.7937 -5.2464 0.7727
O -0.3146 -5.5692 1.1677
C 2.0165 -6.0166 0.9671
C 3.1805 -5.8098 0.2189
C 4.2941 -6.5955 0.4400
C 4.2705 -7.5956 1.4010
C 3.1163 -7.8155 2.1395
C 1.9986 -7.0385 1.9242
H -2.8525 -4.4397 -4.4297
H -1.2529 -5.1382 -4.2138
H -1.6037 -3.5318 -3.5755
H -2.7868 -6.1856 -2.6176
H -3.3472 -4.6175 -2.0472
H -0.4591 -5.5859 -1.7491
H -1.7046 -5.7744 -0.5054
H -1.9142 -3.1665 -1.0827
H 1.8544 -3.5622 0.1775
H 3.2087 -5.0620 -0.5604
H 5.1844 -6.4338 -0.1466
H 5.1437 -8.2077 1.5616
H 3.0937 -8.6010 2.8800
H 1.0908 -7.2014 2.4860
C -5.1627 1.6413 -2.5270
C -3.6428 1.6179 -2.4854
C -3.1161 2.9585 -2.9662
Sb -2.7353 1.0253 -0.5181
C -3.3969 -1.1071 -0.4245
C -3.1537 -1.6583 0.9695
C -4.8023 -1.4203 -0.8930
C -3.9583 2.0445 1.0722
C -3.4030 3.4375 1.3168
C -5.4451 2.0915 0.7817
H -5.4869 1.5186 -3.5599
H -5.5381 2.5997 -2.1788
H -5.6226 0.8563 -1.9394
H -3.2640 0.8250 -3.1425
H -3.4301 3.7637 -2.3034
H -3.5211 3.1662 -3.9561
H -2.0336 2.9647 -3.0469
H -2.6931 -1.5528 -1.1348
H -3.8196 -1.1819 1.6882
H -2.1185 -1.5075 1.2803
H -3.3530 -2.7297 0.9969
H -5.5478 -0.9490 -0.2578
H -4.9629 -2.4976 -0.8354
H -4.9594 -1.1195 -1.9255
H -3.8030 1.4317 1.9646
H -3.4686 4.0531 0.4200
H -2.3584 3.3972 1.6330
H -3.9709 3.9336 2.1036
H -5.6708 2.7605 -0.0431
H -5.9642 2.4644 1.6654
H -5.8425 1.1046 0.5593

Forces on atoms 1 to 6 (eV/Å):
0.13 0.42 0.10
0.18 -0.03 -0.20
-0.48 -0.56 1.23
0.02 0.19 -0.04
-0.34 0.10 -0.59
0.76 0.06 0.07

strongest force on any atom: 0.04164 Eh/bohr
total charge: +1
ΔE to the lowest compared entry with this formula, charge and spin: 7.9 kJ/mol
total energy: -91779.3513 eV
2S+1: 2
LUMO energy (spin up / spin down): -3.89 / -3.76 eV

These are the Löwdin partial charges, in e, on atoms 1 to 6:
1 Ru 0.365
2 C -0.304
3 Sb 1.262
4 C -0.316
5 C -0.295
6 C -0.295

---

> The highest 2S+1 belongs to which entry?

C43H64IN2ORuSSb3

---

> total energy of number 2 (C43H64IN2ORuSSb3)?

-91779.3513 eV